(1)
Density functional theory data (ωB97M-V/def2-TZVPD) for C21H21ClF16IN4O7P2S as an isolated structure.

Its frontier orbital gap is 6.2 eV. The calculated total energy comes out at -4994.7086 Eh. For the HOMO energy, the calculation gives -11.71 eV. The spin multiplicity is 1. As for the total charge: +1. The calculation puts the energy relative to the best compared isomer or geometry (same formula, charge and spin) at 0.0 kcal/mol.

Element x y z (Å)
C: -2.3954 -1.2239 1.4380
N: -1.0077 -0.9531 0.8677
C: -0.0932 -1.1454 2.0741
C: -0.8136 -2.0347 -0.1189
O: -1.1031 -3.2242 0.2391
C: -0.3236 -1.8591 -1.6268
C: 1.2692 -1.5586 -1.7549
N: 1.5660 -0.4112 -2.4975
N: 2.8616 -0.1273 -2.6843
P: 3.2956 1.2876 -3.6717
P: 3.1837 3.1413 -2.5265
O: 2.9400 2.9642 -1.0298
O: 1.9807 4.1104 -3.3020
O: 4.6613 3.9733 -2.8341
C: 3.8661 -0.9598 -2.1048
I: 5.9440 -0.3432 -2.5174
C: 3.7182 -2.2420 -1.2615
C: 4.8913 -3.1216 -0.6381
C: 4.7075 -3.1643 0.9537
O: 3.8434 -2.5158 1.5836
Cl: 5.8385 -4.2359 1.9490
C: 2.1852 -2.6171 -1.0694
N: 1.7387 -3.8166 -0.3438
C: 1.7003 -4.7535 -1.2542
S: 1.6064 -5.8844 -2.4484
H: -2.7364 -0.2972 2.0084
H: -2.3990 -2.1147 2.1670
H: -3.1667 -1.4577 0.6248
H: -0.7228 -1.0540 3.0370
H: 0.4109 -2.1692 2.0927
H: 0.6937 -0.3191 2.1070
H: -0.9379 -0.9865 -2.0741
H: -0.5325 -2.8125 -2.2151
H: 2.2734 1.3144 -4.7048
H: 1.6916 3.6609 -4.1439
H: 5.0256 3.6699 -3.7084
H: 4.7113 -4.2071 -1.0034
H: 5.9403 -2.8480 -0.9849
C: -0.1886 -2.0525 8.3188
C: -0.2470 -1.4281 6.9083
C: -1.6302 -0.9914 6.4199
F: -2.5110 -2.0052 6.3601
F: -1.5454 -0.4871 5.1585
F: 0.3400 -2.2760 6.0287
F: 0.5459 -0.3151 6.9366
O: -0.1973 -3.4862 8.4092
C: -1.4523 -4.1355 8.3552
C: -1.6275 -4.9918 7.0954
F: -1.4491 -4.2762 5.9643
F: -2.8772 -5.5106 7.0358
F: -2.4317 -3.2238 8.5180
F: -1.5062 -4.9318 9.4470
H: 0.7857 -1.7725 8.7299
H: -0.9149 -1.6017 9.0006
H: -2.0472 -0.2098 7.0603
H: -0.9098 -5.8165 7.0852
C: -1.8562 4.3688 -4.4944
C: -1.2611 4.0279 -5.8779
C: -0.8453 5.2224 -6.7405
F: -1.8655 6.0489 -7.0208
F: -0.3642 4.7921 -7.9363
F: -2.1196 3.2169 -6.5373
F: -0.1361 3.2731 -5.6510
O: -3.2862 4.4008 -4.3792
C: -3.9454 5.5902 -4.7709
C: -4.8282 5.4035 -6.0105
F: -4.1341 4.9144 -7.0599
F: -5.3555 6.5852 -6.4077
F: -3.0366 6.5760 -4.9095
F: -4.7189 5.9487 -3.7218
H: -1.5609 3.5501 -3.8311
H: -1.3968 5.2586 -4.0548
H: -0.0546 5.8020 -6.2559
H: -5.6484 4.7115 -5.8010



(2)
Density functional theory data (ωB97M-V/def2-TZVPD) for an isolated molecule of C21H21ClN2O4S.

Its frontier orbital gap is 8.9 eV. The calculated total energy comes out at -2081.7168 Eh. For the HOMO energy, the calculation gives -8.45 eV. As for the SMILES: Cc1oc(-c2ccccc2Cl)nc1CS(=O)(=O)CC(=O)N[C@H](C)c1ccccc1. The spin multiplicity is 1. As for the total charge: 0. The calculation puts the energy relative to the best compared isomer or geometry (same formula, charge and spin) at 19.3 kcal/mol.

Element x y z (Å)
C: 1.4597 4.0740 -1.3769
C: 1.6039 2.6580 -0.9654
O: 2.8224 2.1532 -0.6764
C: 2.6080 0.8693 -0.3009
C: 3.7375 0.0478 0.0798
C: 5.0262 0.4704 -0.2572
C: 6.1323 -0.2797 0.0840
C: 5.9725 -1.4722 0.7734
C: 4.7070 -1.9040 1.1260
C: 3.5929 -1.1515 0.7857
Cl: 2.0447 -1.7013 1.2771
N: 1.3509 0.5383 -0.3517
C: 0.6891 1.6527 -0.7775
C: -0.7810 1.7128 -0.8585
S: -1.3128 2.3896 0.7597
O: -0.8963 1.5063 1.8183
O: -0.8552 3.7512 0.8339
C: -3.1395 2.3886 0.7336
C: -3.6374 0.9897 0.4050
O: -4.3463 0.7671 -0.5548
N: -3.2248 0.0617 1.2836
C: -3.4794 -1.3551 1.0619
C: -3.1984 -2.1158 2.3529
C: -2.6384 -1.8854 -0.0791
C: -3.2202 -2.6321 -1.0938
C: -2.4530 -3.1098 -2.1417
C: -1.0967 -2.8359 -2.1904
C: -0.5099 -2.0895 -1.1832
C: -1.2748 -1.6214 -0.1288
H: 0.7915 4.5814 -0.6819
H: 1.0358 4.1424 -2.3782
H: 2.4326 4.5570 -1.3661
H: 5.1394 1.3986 -0.7958
H: 7.1190 0.0628 -0.1874
H: 6.8338 -2.0648 1.0411
H: 4.5706 -2.8243 1.6711
H: -1.1331 2.4123 -1.6094
H: -1.2188 0.7258 -0.9747
H: -3.4643 3.1037 -0.0160
H: -3.4505 2.7084 1.7252
H: -2.4651 0.3051 1.9096
H: -4.5374 -1.4462 0.7898
H: -2.1514 -2.0096 2.6278
H: -3.4134 -3.1719 2.2134
H: -3.8171 -1.7337 3.1613
H: -4.2811 -2.8338 -1.0662
H: -2.9172 -3.6901 -2.9258
H: -0.4992 -3.2015 -3.0127
H: 0.5434 -1.8571 -1.2135
H: -0.8004 -1.0417 0.6499



(3)
Density functional theory data (ωB97M-V/def2-TZVPD) for C21H21CuN7Se as an isolated structure.

Its frontier orbital gap (spin up / spin down) is 8.0 / 6.4 eV. The calculated total energy comes out at -5237.5666 Eh. For the HOMO energy (spin up / spin down), the calculation gives -14.26 / -14.26 eV. The spin multiplicity is 2. As for the total charge: +2. Its expectation value of S² is 0.7530. The calculation puts the energy relative to the best compared isomer or geometry (same formula, charge and spin) at 0.0 kcal/mol.

Element x y z (Å)
Cu: 0.4464 -0.1790 0.2352
Se: -1.3381 4.2624 5.9950
N: -2.2240 3.0248 5.1126
C: -1.4445 2.5980 4.1510
C: -1.8253 1.5684 3.2010
C: -3.0698 0.9296 3.1942
C: -3.3301 -0.0314 2.2422
C: -2.3417 -0.3556 1.3179
N: -1.1589 0.2458 1.3174
C: -0.8920 1.2003 2.2348
C: 0.4144 1.8314 2.1561
N: 1.2294 1.4123 1.1660
C: 2.4274 1.9622 1.0231
C: 2.8853 2.9606 1.8775
C: 2.0693 3.3956 2.8996
C: 0.8003 2.8285 3.0504
C: -0.1478 3.2179 4.0786
N: 0.0952 4.1331 4.9830
H: -3.8044 1.2079 3.9388
H: -4.2845 -0.5362 2.2020
H: -2.5098 -1.1115 0.5615
H: 3.0332 1.6051 0.2005
H: 3.8669 3.3859 1.7256
H: 2.3827 4.1702 3.5877
C: 3.2650 -3.9251 2.5999
C: 1.7266 -3.9591 2.6109
C: 1.1737 -2.8464 1.8628
N: 0.7373 -1.9667 1.2715
H: 3.6436 -4.7521 3.1950
H: 3.6397 -2.9956 3.0252
H: 3.6482 -4.0283 1.5860
H: 1.3453 -3.9104 3.6321
H: 1.3571 -4.8857 2.1685
N: 1.3740 -0.3181 -1.3912
C: 2.1501 -0.4736 -2.2449
N: 2.9981 -0.6557 -3.1903
C: 3.1647 0.3081 -4.3028
C: 4.6408 0.6437 -4.4747
C: 5.4677 -0.6320 -4.6321
C: 5.2691 -1.5524 -3.4280
C: 3.7954 -1.9031 -3.2659
H: 2.5673 1.1930 -4.0929
H: 2.7787 -0.1669 -5.2075
H: 4.9881 1.2129 -3.6085
H: 4.7448 1.2837 -5.3510
H: 6.5223 -0.3840 -4.7448
H: 5.1630 -1.1547 -5.5436
H: 5.6268 -1.0623 -2.5184
H: 5.8329 -2.4778 -3.5475
H: 3.6117 -2.4903 -2.3681
H: 3.4450 -2.4695 -4.1317



(4)
Density functional theory data (ωB97M-V/def2-TZVPD) for a 2-piece molecular cluster, C21H21F2 overall.

Its frontier orbital gap is 5.2 eV. The calculated total energy comes out at -1012.2394 Eh. For the HOMO energy, the calculation gives -11.22 eV. The spin multiplicity is 1. As for the total charge: +1. The calculation puts the energy relative to the best compared isomer or geometry (same formula, charge and spin) at 5.3 kcal/mol.

Element x y z (Å)
C: 2.7634 -1.2336 -3.0401
C: 1.4005 -1.2859 -2.4059
C: 1.2318 -1.6453 -1.1237
C: -0.1024 -1.7183 -0.4259
H: -0.1183 -1.0478 0.4781
C: -1.2709 -1.3914 -1.3264
C: -2.6455 -1.5306 -0.7595
C: -1.1021 -1.0274 -2.6061
C: 0.2246 -0.9420 -3.2981
H: 2.6784 -0.8869 -4.0761
H: 3.4301 -0.5459 -2.5038
H: 3.2570 -2.2146 -3.0558
H: 2.0975 -1.9374 -0.5153
H: -0.2519 -2.7327 -0.0130
H: -2.6247 -1.8807 0.2740
H: -3.1938 -0.5830 -0.7763
H: -3.2419 -2.2439 -1.3417
H: -1.9720 -0.8067 -3.2242
H: 0.3817 0.0751 -3.6938
H: 0.2479 -1.6011 -4.1861
F: 5.2520 1.6269 1.0868
C: 3.9333 1.3787 1.3681
C: 3.6176 0.5705 2.4578
C: 2.2830 0.2885 2.6856
C: 1.2355 0.7653 1.8379
C: -0.0908 0.3421 2.1632
C: -1.3646 0.8609 1.7709
C: -2.4948 0.3801 2.5030
C: -3.7946 0.7307 2.1874
C: -3.9923 1.5757 1.0987
F: -5.2747 1.8408 0.6893
C: -2.9416 2.1255 0.3714
C: -1.6374 1.7978 0.7327
C: 1.6293 1.5992 0.7517
C: 2.9669 1.9199 0.5268
H: 4.4052 0.2015 3.1118
H: 2.0100 -0.2818 3.5759
H: -0.1394 -0.4112 2.9584
H: -2.3169 -0.2472 3.3790
H: -4.6458 0.3717 2.7638
H: -3.1330 2.8176 -0.4477
H: -0.8244 2.3138 0.2382
H: 0.8821 2.0241 0.0943
H: 3.2462 2.5891 -0.2853